Entry 1:
{
  "formula": "C42H56AuBN6O3Si",
  "method": "ωB97M-V/def2-TZVPD",
  "species": ["Au", "C", "C", "C", "C", "C", "C", "C", "N", "C", "N", "C", "C", "C", "C", "C", "C", "C", "N", "C", "C", "C", "C", "C", "C", "C", "H", "H", "H", "H", "H", "H", "H", "H", "H", "H", "H", "H", "H", "H", "H", "H", "H", "H", "H", "H", "H", "H", "C", "C", "N", "C", "N", "C", "C", "C", "N", "C", "H", "H", "H", "H", "H", "H", "H", "H", "H", "H", "H", "H", "H", "C", "Si", "C", "C", "O", "H", "H", "H", "H", "H", "H", "H", "H", "H", "C", "C", "C", "C", "C", "C", "C", "C", "O", "B", "O", "C", "C", "H", "H", "H", "H", "H", "H", "H", "H", "H", "H", "H", "H"],
  "positions_angstrom": [[0.6132, 0.0292, 1.2178], [-2.8107, -5.9062, 2.2307], [-3.5044, -4.8806, 3.0795], [-4.5357, -5.2324, 3.9419], [-5.1751, -4.2880, 4.7303], [-4.7993, -2.9568, 4.6461], [-3.7884, -2.5760, 3.7782], [-3.1299, -3.5345, 3.0129], [-2.1013, -3.1760, 2.1054], [-1.2059, -2.1433, 2.2644], [-0.8697, -1.8727, 3.5329], [-0.0915, -0.8286, 4.1091], [0.6050, 0.0750, 3.3213], [1.2925, 1.0850, 3.9942], [1.3018, 1.1740, 5.3754], [0.6087, 0.2365, 6.1289], [-0.1068, -0.7790, 5.5132], [-0.8700, -1.7800, 6.3400], [-0.7162, -1.5496, 1.2088], [-1.1782, -1.9784, -0.0772], [-0.5738, -3.0711, -0.6857], [-0.9672, -3.4639, -1.9562], [-1.9575, -2.7518, -2.6157], [-2.5506, -1.6580, -2.0020], [-2.1796, -1.2508, -0.7251], [-2.7813, -0.0455, -0.0737], [-3.1446, -6.9096, 2.4881], [-1.7278, -5.8570, 2.3586], [-3.0149, -5.7577, 1.1663], [-4.8337, -6.2723, 3.9998], [-5.9665, -4.5905, 5.4027], [-5.3012, -2.2052, 5.2409], [-3.5144, -1.5326, 3.6841], [-2.1687, -3.5483, 1.1708], [-1.2891, -2.5016, 4.1976], [1.8231, 1.8241, 3.4032], [1.8437, 1.9708, 5.8699], [0.6112, 0.2941, 7.2113], [-0.7480, -1.5650, 7.4001], [-0.5200, -2.8057, 6.1801], [-1.9433, -1.7639, 6.1273], [0.2285, -3.5801, -0.1656], [-0.4873, -4.3078, -2.4340], [-2.2607, -3.0388, -3.6141], [-3.3148, -1.0966, -2.5264], [-3.5356, 0.4054, -0.7172], [-2.0112, 0.7035, 0.1321], [-3.2481, -0.2990, 0.8813], [3.7393, 2.8913, -2.1691], [2.5413, 3.3258, -1.3482], [2.3428, 2.4430, -0.2156], [3.1826, 1.4838, 0.1809], [2.7512, 0.5713, 1.0290], [3.6771, -0.4105, 1.5702], [4.8039, -0.7270, 0.6048], [5.4590, 0.5726, 0.1818], [4.4501, 1.4718, -0.3420], [4.8692, 2.5566, -1.2100], [4.0352, 3.6821, -2.8594], [3.4975, 2.0015, -2.7570], [1.6281, 3.3192, -1.9495], [2.6902, 4.3525, -0.9945], [1.3952, 2.4909, 0.2683], [3.1147, -1.3177, 1.7912], [4.0845, -0.0603, 2.5274], [4.3983, -1.2316, -0.2752], [5.5402, -1.3834, 1.0713], [6.1969, 0.4027, -0.6053], [5.9866, 1.0277, 1.0308], [5.7537, 2.2168, -1.7511], [5.1586, 3.4447, -0.6319], [-2.1096, 2.4413, 2.8492], [-1.0291, 3.2947, 1.5599], [-0.3261, 4.8682, 2.3201], [-2.1048, 3.7996, 0.0933], [0.1568, 2.3075, 1.1052], [-2.8410, 3.1318, 3.2815], [-1.4845, 2.0586, 3.6600], [-2.6615, 1.6027, 2.4199], [-1.1073, 5.5905, 2.5715], [0.3680, 5.3545, 1.6303], [0.2242, 4.6357, 3.2351], [-2.8863, 4.5090, 0.3791], [-2.5868, 2.9249, -0.3508], [-1.4978, 4.2665, -0.6867], [-0.1321, 0.1944, -7.6446], [0.2720, 1.3325, -6.6980], [-0.8956, 2.3152, -6.6132], [1.4815, 2.0752, -7.2816], [0.6456, 0.7606, -5.3274], [1.6683, -0.1899, -5.2414], [2.0811, -0.7478, -4.0343], [1.4332, -0.3171, -2.8987], [1.6295, -0.6767, -1.5906], [0.7130, 0.0835, -0.8436], [-0.0443, 0.8784, -1.7041], [0.4208, 0.6229, -2.9655], [0.0052, 1.1764, -4.1573], [-0.4107, 0.5969, -8.6210], [-0.9853, -0.3561, -7.2443], [0.6825, -0.5141, -7.7962], [-1.1390, 2.6781, -7.6132], [-0.6506, 3.1825, -5.9974], [-1.7910, 1.8446, -6.2029], [1.2341, 2.4930, -8.2602], [2.3371, 1.4109, -7.4059], [1.7847, 2.8937, -6.6262], [2.1647, -0.5102, -6.1484], [2.8722, -1.4841, -3.9888], [-0.7920, 1.9053, -4.1618]],
  "forces_ev_per_a": [[0.738, -0.174, 0.176], [0.021, -0.043, -0.036], [0.010, 0.044, 0.034], [0.001, -0.003, -0.011], [-0.003, -0.004, 0.009], [0.004, 0.029, 0.002], [0.005, -0.015, -0.019], [0.009, -0.029, -0.009], [-0.068, -0.037, 0.063], [-0.004, -0.022, -0.066], [-0.014, -0.112, 0.067], [-0.048, 0.093, 0.008], [0.012, -0.103, 0.064], [0.111, 0.063, -0.073], [0.009, 0.009, 0.013], [-0.045, -0.054, -0.016], [0.052, 0.088, -0.017], [-0.032, -0.051, 0.017], [-0.229, 0.084, -0.119], [0.001, 0.074, -0.007], [-0.019, -0.010, -0.008], [0.018, -0.007, -0.014], [-0.001, -0.015, -0.015], [0.001, 0.001, 0.011], [-0.005, -0.051, -0.029], [-0.041, 0.018, 0.024], [0.001, 0.001, 0.010], [0.003, 0.002, 0.006], [-0.006, 0.011, 0.001], [0.001, -0.004, 0.004], [-0.007, 0.001, -0.001], [-0.004, -0.005, 0.004], [0.005, 0.010, 0.008], [-0.012, 0.053, -0.010], [-0.010, -0.003, 0.007], [0.000, 0.007, 0.007], [0.001, 0.007, -0.001], [0.002, 0.007, 0.003], [0.000, 0.008, -0.002], [0.013, 0.009, -0.010], [-0.004, 0.013, -0.006], [0.012, -0.017, 0.004], [0.002, -0.001, -0.003], [0.001, -0.005, -0.004], [0.001, 0.007, 0.001], [-0.007, 0.001, 0.005], [-0.001, -0.017, -0.002], [-0.002, 0.003, 0.000], [0.024, 0.006, -0.008], [0.067, 0.025, 0.023], [-0.116, 0.073, -0.347], [0.098, -0.074, -0.122], [-0.385, 0.188, 0.114], [-0.018, -0.152, 0.122], [0.036, 0.044, -0.025], [-0.002, -0.046, -0.033], [-0.081, 0.018, 0.093], [0.020, 0.008, -0.026], [0.009, 0.002, 0.015], [-0.008, -0.007, 0.009], [0.021, 0.008, -0.013], [-0.009, -0.009, -0.002], [0.054, -0.129, 0.238], [0.022, 0.026, 0.026], [-0.001, 0.018, -0.016], [-0.003, 0.011, -0.010], [-0.014, -0.002, 0.014], [-0.013, -0.004, 0.001], [-0.006, -0.008, 0.004], [-0.011, 0.002, 0.002], [-0.016, 0.005, -0.004], [-0.084, 0.243, 0.038], [0.054, -0.192, 0.072], [-0.062, -0.014, 0.021], [-0.032, -0.015, 0.062], [-0.114, 0.246, -0.086], [-0.009, -0.029, -0.002], [0.002, -0.009, -0.012], [0.004, -0.064, -0.032], [-0.009, 0.003, 0.006], [0.007, -0.003, -0.024], [0.011, -0.012, 0.005], [-0.010, -0.003, 0.003], [-0.003, 0.024, -0.006], [0.029, 0.011, 0.009], [0.007, -0.013, 0.003], [-0.004, -0.006, 0.022], [-0.012, 0.019, 0.009], [0.011, -0.003, -0.022], [0.006, 0.001, -0.057], [-0.022, 0.025, -0.021], [-0.019, 0.014, 0.037], [-0.026, 0.035, -0.009], [0.034, 0.004, -0.011], [0.137, -0.164, -0.121], [-0.102, 0.108, 0.003], [0.045, -0.044, -0.091], [0.001, -0.014, 0.061], [0.000, 0.007, -0.002], [-0.009, 0.001, 0.003], [0.005, -0.005, 0.003], [0.005, 0.001, -0.003], [0.003, 0.001, 0.004], [-0.004, -0.010, -0.006], [-0.004, 0.003, -0.002], [0.005, -0.008, 0.001], [-0.004, 0.005, 0.007], [0.014, -0.007, 0.001], [0.005, -0.003, -0.001], [-0.001, 0.009, 0.016]],
  "charge": 0,
  "largest_force_ha_per_bohr": 0.0151,
  "orbital_gap_ha": 0.2996
}



Entry 2:
{
  "formula": "C42H56CaCl3GeN11O2P",
  "method": "ωB97M-V/def2-TZVPD",
  "species": ["Ca", "C", "C", "N", "N", "C", "O", "C", "C", "C", "C", "C", "C", "C", "C", "C", "C", "C", "N", "H", "H", "H", "H", "H", "H", "H", "H", "H", "H", "H", "H", "O", "N", "Cl", "Ge", "Cl", "Cl", "N", "C", "N", "C", "C", "C", "C", "C", "H", "H", "H", "H", "H", "H", "H", "H", "H", "H", "N", "C", "C", "C", "C", "C", "C", "C", "H", "H", "H", "H", "N", "P", "N", "C", "C", "C", "C", "C", "N", "C", "C", "C", "C", "C", "N", "C", "C", "C", "C", "C", "H", "H", "H", "H", "H", "H", "H", "H", "H", "H", "H", "H", "H", "H", "H", "H", "H", "H", "H", "H", "H", "H", "H", "H", "H", "H", "H", "H", "H", "H"],
  "positions_angstrom": [[-0.4818, -1.7120, 0.3421], [1.4791, -5.5854, 1.4712], [0.5617, -4.4022, 1.5564], [0.0407, -3.8198, 0.5323], [0.3163, -4.2512, -0.7029], [-0.2215, -3.5182, -1.6687], [-1.0192, -2.5608, -1.5171], [0.2707, -3.8891, -3.0239], [1.3357, -4.7816, -3.1438], [1.8576, -5.0836, -4.3860], [1.3225, -4.5001, -5.5236], [0.2625, -3.6149, -5.4131], [-0.2649, -3.3097, -4.1710], [0.2750, -3.8053, 2.8544], [0.8922, -4.2555, 4.0268], [0.6241, -3.6142, 5.2196], [-0.3076, -2.5882, 5.2359], [-0.8821, -2.2183, 4.0306], [-0.5889, -2.7799, 2.8717], [1.5185, -5.9274, 0.4415], [1.1470, -6.4010, 2.1117], [2.4794, -5.2771, 1.7736], [1.7450, -5.2168, -2.2431], [2.6817, -5.7776, -4.4700], [1.7324, -4.7348, -6.4945], [-0.1570, -3.1657, -6.3010], [-1.0907, -2.6188, -4.0733], [1.5999, -5.0667, 3.9891], [1.1300, -3.9116, 6.1260], [-0.5678, -2.0741, 6.1477], [-1.6149, -1.4242, 3.9993], [-2.3482, -1.0006, 0.9610], [-1.8517, 0.0768, 1.4375], [3.2217, -2.5207, 1.9607], [1.7288, -0.8105, 1.9745], [1.9562, -0.1307, 4.1678], [3.2236, 0.7222, 0.9820], [1.4729, -1.4764, -0.8264], [2.4516, -1.5124, -1.4351], [3.4829, -1.4814, -2.2090], [4.2573, -2.6882, -2.4247], [5.3683, -2.7965, -1.3699], [5.8722, -1.4014, -0.9698], [5.6877, -0.4084, -2.1134], [4.1914, -0.2125, -2.3575], [4.6708, -2.6335, -3.4372], [3.5849, -3.5465, -2.3794], [6.1831, -3.3960, -1.7774], [4.9808, -3.3021, -0.4842], [6.9210, -1.4594, -0.6821], [5.3100, -1.0382, -0.1088], [6.1890, -0.7724, -3.0114], [6.1289, 0.5539, -1.8571], [4.0013, 0.1806, -3.3646], [3.7969, 0.4816, -1.6119], [-4.0747, 2.5491, 7.2489], [-3.6467, 2.0677, 6.2971], [-3.1552, 1.5096, 5.1044], [-3.8968, 0.5382, 4.4123], [-3.4362, 0.0335, 3.2238], [-2.2532, 0.5462, 2.6383], [-1.5019, 1.5059, 3.3481], [-1.9318, 1.9478, 4.5723], [-4.8241, 0.1807, 4.8346], [-3.9647, -0.7564, 2.7117], [-0.5730, 1.8650, 2.9416], [-1.3222, 2.6369, 5.1363], [-0.8420, 0.6415, 0.7451], [-1.2031, 2.0445, 0.0295], [-0.3997, 3.3382, 0.7197], [-0.6098, 4.6946, 0.2081], [0.7046, 5.3539, -0.2001], [1.5962, 5.5128, 1.0369], [1.4016, 4.3264, 1.9914], [0.9670, 3.1086, 1.1913], [-0.8617, 1.8853, -1.5958], [0.3583, 1.2344, -2.0313], [0.0256, 0.2801, -3.1753], [-0.6203, 1.0607, -4.3206], [-1.8198, 1.8669, -3.8227], [-1.4040, 2.7342, -2.6343], [-2.8069, 2.4658, 0.0329], [-3.7079, 1.5659, -0.6970], [-4.9314, 1.1591, 0.1176], [-5.7249, 2.3886, 0.5904], [-4.8317, 3.6309, 0.6261], [-3.4350, 3.2463, 1.0928], [-1.0564, 5.3108, 1.0006], [-1.3065, 4.6652, -0.6327], [0.5017, 6.3279, -0.6482], [1.2037, 4.7458, -0.9555], [1.3461, 6.4446, 1.5471], [2.6384, 5.5669, 0.7267], [0.6303, 4.5558, 2.7280], [2.3219, 4.1050, 2.5299], [0.9915, 2.2012, 1.7942], [1.6704, 2.9475, 0.3681], [0.7955, 0.6975, -1.1876], [1.0697, 1.9982, -2.3863], [-0.6447, -0.4965, -2.7986], [0.9357, -0.2077, -3.5259], [-0.9364, 0.3781, -5.1111], [0.1197, 1.7489, -4.7425], [-2.6192, 1.1902, -3.5142], [-2.1953, 2.5123, -4.6191], [-2.2553, 3.2892, -2.2412], [-0.6366, 3.4517, -2.9622], [-3.1440, 0.6758, -0.9990], [-4.0606, 2.0732, -1.6043], [-4.6106, 0.5590, 0.9678], [-5.5482, 0.5208, -0.5178], [-6.1199, 2.1906, 1.5873], [-6.5735, 2.5720, -0.0694], [-5.2541, 4.3836, 1.2900], [-4.7568, 4.0699, -0.3693], [-3.5069, 2.6907, 2.0326], [-2.8275, 4.1300, 1.2716]],
  "forces_ev_per_a": [[0.696, 0.545, 0.591], [-0.145, 0.152, -0.255], [0.269, -0.546, -0.965], [-0.071, -1.141, 1.202], [0.695, -0.937, -0.971], [0.411, -0.984, 0.271], [-1.084, 0.014, -1.269], [0.106, -0.037, -0.200], [-0.040, 0.014, -0.011], [0.018, -0.056, -0.069], [0.021, 0.018, -0.082], [-0.026, -0.011, -0.108], [0.006, 0.020, 0.305], [-0.112, 0.118, 0.934], [-0.103, 0.112, -0.399], [-0.253, 0.119, 0.066], [0.079, -0.183, -0.082], [-0.104, 0.066, 0.434], [0.033, -0.025, -0.343], [-0.012, -0.037, -0.001], [-0.020, -0.018, 0.077], [0.083, -0.034, 0.080], [-0.035, -0.018, -0.025], [0.075, -0.049, -0.014], [0.031, -0.020, -0.109], [-0.042, 0.051, -0.090], [-0.039, 0.033, 0.040], [0.083, -0.051, -0.024], [0.023, -0.049, 0.066], [-0.003, 0.070, 0.043], [0.064, 0.026, 0.079], [-2.372, 0.525, 0.504], [-0.068, 0.061, -0.445], [0.217, 0.037, 0.071], [1.147, 0.493, 0.672], [0.012, 0.023, -0.415], [-0.136, -0.183, 0.252], [0.700, 0.087, -0.242], [-0.766, 0.053, 0.168], [0.477, 0.042, -0.344], [0.376, -0.622, 0.060], [-0.095, 0.080, -0.033], [0.094, -0.018, -0.070], [-0.040, -0.107, 0.192], [0.273, 0.611, -0.299], [-0.094, -0.025, 0.096], [0.052, 0.113, -0.112], [0.011, -0.077, -0.013], [0.024, -0.060, -0.023], [0.010, 0.044, 0.087], [0.011, -0.015, 0.098], [0.023, 0.022, -0.094], [0.008, 0.055, -0.060], [0.003, 0.021, 0.133], [-0.022, -0.048, -0.133], [-0.003, 0.009, 0.101], [-0.385, 0.359, 0.851], [0.538, -0.438, -1.195], [0.181, 0.256, 0.318], [0.312, 0.020, -0.536], [-0.822, 0.593, 2.250], [-0.042, -0.435, -0.527], [-0.410, -0.012, 0.304], [-0.049, -0.042, 0.013], [-0.039, 0.008, -0.024], [0.102, -0.032, 0.011], [0.005, 0.119, 0.013], [0.562, 1.043, -0.469], [-0.343, 1.336, -1.021], [-0.421, -0.991, -0.140], [-0.174, 0.355, -0.284], [-0.082, 0.018, 0.105], [-0.027, -0.005, -0.021], [0.130, -0.076, -0.102], [0.266, -0.132, 0.536], [-0.136, 0.085, 1.002], [0.202, -0.558, -0.027], [0.104, 0.239, -0.033], [-0.133, -0.157, 0.147], [0.286, 0.183, -0.031], [-0.479, 0.136, -0.215], [0.822, -0.507, 0.225], [-0.281, -0.325, -0.439], [0.139, 0.080, -0.084], [0.038, -0.035, -0.101], [0.001, -0.101, 0.177], [-0.133, 0.508, 0.113], [-0.089, -0.056, -0.121], [-0.033, 0.066, 0.081], [-0.045, -0.051, -0.053], [-0.021, -0.028, -0.088], [0.093, 0.034, -0.002], [0.073, 0.102, 0.007], [-0.024, -0.049, 0.106], [-0.016, -0.030, 0.033], [0.058, 0.059, -0.043], [-0.070, -0.083, 0.015], [0.129, 0.133, -0.159], [0.043, -0.066, 0.161], [0.040, -0.034, -0.029], [0.054, -0.108, 0.014], [0.076, 0.027, -0.074], [-0.002, -0.015, -0.083], [-0.046, 0.020, 0.012], [-0.098, -0.023, -0.019], [0.030, 0.067, -0.070], [-0.069, 0.056, 0.033], [-0.217, 0.145, -0.070], [0.112, -0.100, -0.042], [-0.011, -0.038, -0.016], [0.033, -0.055, 0.102], [-0.079, 0.051, 0.025], [-0.061, -0.018, 0.039], [0.015, 0.065, 0.009], [0.002, 0.117, -0.048], [-0.004, 0.026, 0.014], [-0.043, 0.012, 0.120]],
  "charge": 0,
  "s_squared": 0.78,
  "largest_force_ha_per_bohr": 0.0483,
  "spin_multiplicity": 2,
  "orbital_gap_ha": [0.2817, 0.2165]
}